Computed, not measured: a structure of composition C15H30ClLuN2O4S4, with wB97M-V/def2-TZVPD.

The geometry in XYZ format:
```
57
Properties=species:S:1:pos:R:3:forces:R:3
C 6.009845 1.848974 1.395543 -0.912 -0.443 -0.278
C 5.301100 0.398298 0.975035 0.432 1.133 -0.024
C 3.703041 0.712107 0.774865 -0.259 -0.016 0.777
C 2.809961 -0.569211 0.261154 1.152 -0.405 1.700
N 2.690706 -0.704787 -1.238278 -2.614 1.940 0.755
C 2.202063 -2.060656 -1.681685 0.551 -0.828 -1.445
C 0.639255 -2.130104 -2.164060 -0.410 -1.804 -0.072
C -0.467556 -1.786494 -1.002491 -0.342 1.436 -0.960
C -1.077033 -3.090749 -0.216894 1.468 1.192 -2.697
S -1.525130 -2.702489 1.560504 -0.827 5.377 8.308
O -0.565558 -3.577752 2.457905 -2.678 -0.687 -4.760
O -1.292341 -1.234135 1.991701 -0.426 -4.945 -3.136
N -3.154565 -3.125318 2.024312 3.218 -0.295 -2.928
S -4.357909 -2.299503 1.065930 -8.032 -1.705 -1.950
O -5.755854 -2.723085 1.655176 6.124 1.637 -1.381
O -4.383682 -2.687979 -0.433262 2.430 0.793 3.754
C -4.301333 -0.426915 1.162343 0.003 2.235 0.095
C -4.793575 0.204091 2.597947 0.279 1.931 -0.140
C -3.945526 1.610698 2.912256 -0.685 -0.052 -0.413
Cl -4.493760 -0.900510 4.068202 -0.403 0.810 -1.625
C 1.959096 0.444616 -1.887607 0.490 -0.362 -2.534
S 2.140925 0.754292 -3.584648 -0.498 -0.914 3.510
S 0.834785 1.679287 -0.979950 0.556 -1.569 0.157
C -0.791930 1.904564 -1.879836 -1.329 0.444 -1.462
C -0.891499 3.360053 -2.670795 0.353 0.516 0.223
C 0.186485 4.484491 -2.096375 -0.754 0.277 -0.287
H 5.338303 2.309510 2.248087 1.552 -0.817 -1.595
H 7.110801 1.691962 1.777374 -2.279 0.448 -0.911
H 5.938228 2.572067 0.455145 0.432 -1.512 2.102
H 5.504324 -0.357074 1.862492 -0.670 1.384 -1.968
H 5.812992 0.015917 -0.020970 -1.201 0.625 2.079
H 3.523477 1.678788 0.111727 0.488 -2.101 1.167
H 3.272236 0.996929 1.851262 0.901 -0.619 -2.333
H 1.797585 -0.556006 0.847051 1.458 0.021 -1.250
H 3.390521 -1.541943 0.637559 -1.236 2.070 -0.883
H 2.472939 -2.866126 -0.843680 -0.790 1.924 -1.644
H 2.862909 -2.370751 -2.623413 -1.590 0.566 1.922
H 0.387709 -1.496401 -3.126959 0.757 -1.133 2.177
H 0.440130 -3.264481 -2.479236 0.509 2.256 0.382
H -1.384051 -1.265112 -1.551869 1.688 -1.244 1.424
H -0.020847 -0.987937 -0.273606 -1.005 -1.727 -0.924
H -1.956253 -3.550876 -0.859134 0.569 1.074 0.610
H -0.229620 -3.931334 -0.202069 1.204 2.865 -1.032
H -5.076306 -0.028836 0.347381 1.587 -1.529 1.587
H -3.266774 0.051637 0.869018 -1.813 -1.460 0.668
H -5.927483 0.559080 2.494736 2.438 -1.478 0.551
H -4.079992 1.881364 4.061973 0.308 -0.579 -2.673
H -4.428097 2.461264 2.232089 1.102 -1.753 1.553
H -2.811896 1.510325 2.632758 -2.161 0.057 0.697
H -0.948372 1.021406 -2.646313 0.312 1.748 1.588
H -1.672039 1.911836 -1.087245 2.154 -0.325 -1.279
H -1.982368 3.809976 -2.523204 2.314 -1.200 -0.394
H -0.686517 3.176466 -3.808524 -0.436 0.421 2.204
H -0.092520 5.536464 -2.583331 0.759 -2.405 0.955
H 1.280417 4.174244 -2.376876 -2.140 0.724 0.601
H 0.078036 4.634918 -0.930154 0.291 -0.470 -2.343
Lu -1.327483 -5.159062 0.440938 -2.386 -1.528 3.778
```
Positions in Å, forces in eV/Å.

Results
**2S+1**: 1
**Orbital gap**: 2.0 eV
**Charge**: +2
**Highest occupied orbital energy**: -13.269 eV
**Lowest unoccupied orbital energy**: -0.4154 Ha

natural (NBO) atomic charge list, values in e, 5 entries:
1. C -0.626
2. C -0.420
3. C -0.431
4. C -0.247
5. N -0.514